Record 1
Entry from the OMol25 dataset: a 11-piece molecular cluster, C54H126N4O11 overall in a non-equilibrium geometry (ωB97M-V/def2-TZVPD).

```
195
Properties=species:S:1:pos:R:3:mulliken_charge:R:1
C 3.117 5.881 4.313 -1.88
C 1.788 5.423 3.668 1.67
C 0.713 6.514 3.973 -1.88
C 1.991 5.257 2.166 -1.55
C 0.968 4.350 1.446 -0.72
C 0.703 3.112 2.257 0.95
C 0.314 3.347 3.729 1.05
C -1.119 3.935 3.769 -1.84
C 0.303 1.951 4.375 -1.30
N 1.437 4.132 4.264 1.15
O 1.445 4.137 5.669 -0.64
H 2.955 6.088 5.365 0.47
H 3.868 5.106 4.134 0.10
H 3.542 6.720 3.760 0.51
H 1.217 7.425 4.294 0.50
H 0.055 6.760 3.138 0.30
H 0.065 6.159 4.774 0.36
H 1.954 6.257 1.727 0.45
H 2.968 4.845 1.895 0.31
H 0.105 4.981 1.207 0.40
H 1.382 4.125 0.459 0.48
H 1.621 2.525 2.370 -0.92
H -0.026 2.481 1.739 -0.23
H -1.828 3.300 3.249 0.28
H -1.088 4.962 3.410 0.42
H -1.415 4.088 4.813 0.40
H -0.360 1.351 3.751 0.17
H 0.029 1.959 5.427 0.42
H 1.310 1.527 4.302 0.11
H 2.211 3.606 5.913 0.35
C -0.990 -0.640 -2.225 -1.40
C -0.939 0.177 -0.927 3.11
C -0.740 1.653 -1.280 -0.75
C -2.274 0.079 -0.180 -0.73
C -2.506 -1.275 0.503 -1.04
C -1.322 -1.661 1.397 -1.55
C 0.065 -1.483 0.795 3.08
C 1.112 -1.401 1.894 -1.18
C 0.374 -2.682 -0.140 -0.16
N 0.092 -0.230 0.010 1.06
O 1.381 0.052 -0.488 -0.14
H -1.193 -1.696 -2.027 -0.41
H -1.744 -0.245 -2.903 0.01
H 0.020 -0.728 -2.635 0.38
H -0.485 2.265 -0.406 -0.02
H 0.135 1.823 -1.912 0.67
H -1.642 2.125 -1.670 -1.27
H -2.382 0.910 0.522 0.56
H -3.133 0.163 -0.855 -0.10
H -3.461 -1.244 1.029 0.68
H -2.644 -2.017 -0.290 -0.03
H -1.444 -2.688 1.754 0.19
H -1.376 -1.050 2.306 -0.07
H 2.121 -1.593 1.535 -0.01
H 0.879 -2.132 2.673 0.56
H 0.954 -0.437 2.387 -0.17
H -0.539 -3.060 -0.610 -0.09
H 0.809 -3.487 0.448 -0.92
H 0.944 -2.375 -1.017 -0.28
H 1.708 0.782 0.050 -0.04
C 5.780 -1.299 2.393 -1.23
C 6.327 0.064 1.900 2.07
C 7.623 -0.154 1.102 -2.21
C 5.348 0.786 0.977 -2.49
C 4.078 1.277 1.648 1.51
C 4.490 2.220 2.786 -0.26
C 5.516 1.589 3.753 1.66
C 6.114 2.736 4.598 -1.94
C 4.731 0.701 4.778 -1.58
N 6.607 0.943 3.039 0.33
O 7.541 0.400 3.941 -0.48
H 4.730 -1.207 2.679 -0.22
H 5.827 -2.007 1.566 0.27
H 6.288 -1.662 3.285 0.51
H 7.360 -0.561 0.127 0.39
H 8.068 0.829 0.925 0.52
H 8.365 -0.734 1.647 0.40
H 5.863 1.582 0.435 0.39
H 5.041 0.063 0.213 0.37
H 3.417 1.677 0.874 0.22
H 3.475 0.455 2.051 -0.69
H 3.643 2.512 3.408 -0.45
H 4.990 3.063 2.297 0.44
H 6.640 2.331 5.459 0.47
H 5.296 3.399 4.888 0.21
H 6.789 3.360 4.007 0.47
H 4.042 1.336 5.331 0.33
H 5.432 0.196 5.440 0.48
H 4.200 -0.042 4.186 0.19
H 8.323 0.953 3.840 0.34
C -2.679 4.843 -1.984 -1.71
C -3.736 4.096 -2.787 1.93
C -3.147 3.523 -4.102 -1.90
C -4.187 2.922 -1.902 0.58
C -5.470 2.189 -2.312 -0.10
C -6.578 3.232 -2.486 -1.63
C -6.188 4.393 -3.432 1.59
C -6.261 3.877 -4.876 -1.69
C -7.234 5.472 -3.132 -2.00
N -4.900 4.949 -3.002 0.40
O -4.598 6.107 -3.763 -0.50
H -3.047 5.061 -0.981 0.46
H -1.789 4.223 -1.885 0.11
H -2.435 5.782 -2.483 0.58
H -3.729 2.727 -4.561 0.12
H -3.020 4.339 -4.816 0.43
H -2.150 3.115 -3.908 0.52
H -3.378 2.186 -1.893 -1.80
H -4.349 3.299 -0.889 0.65
H -5.297 1.643 -3.244 -0.32
H -5.690 1.424 -1.567 0.60
H -6.828 3.673 -1.520 0.40
H -7.464 2.726 -2.874 0.51
H -7.244 4.065 -5.310 0.45
H -5.990 2.826 -4.982 0.27
H -5.560 4.380 -5.549 0.31
H -8.233 5.053 -3.253 0.46
H -7.095 6.380 -3.720 0.38
H -7.110 5.818 -2.104 0.46
H -4.410 6.766 -3.086 0.36
C -5.729 -3.329 4.010 -1.51
C -4.240 -3.185 3.763 0.71
C -3.779 -1.778 4.127 -1.16
O -3.502 -4.142 4.519 -0.55
H -5.946 -3.102 5.059 0.38
H -6.042 -4.374 3.926 0.37
H -6.326 -2.708 3.346 0.36
H -3.991 -3.456 2.733 0.19
H -4.252 -1.371 5.024 0.47
H -4.088 -1.068 3.351 0.26
H -2.697 -1.729 4.241 0.24
H -3.797 -4.149 5.437 0.31
C -0.231 -6.259 1.906 -0.89
C 0.929 -6.975 2.530 0.83
C 0.519 -8.297 3.182 -1.53
O 1.915 -7.263 1.513 -0.56
H -1.102 -6.220 2.564 0.43
H -0.525 -6.678 0.940 0.34
H -0.056 -5.202 1.679 -0.18
H 1.393 -6.297 3.257 0.19
H -0.352 -8.141 3.825 0.40
H 1.333 -8.706 3.784 0.40
H 0.222 -9.078 2.481 0.32
H 2.690 -7.477 2.047 0.31
C 5.997 -5.026 1.812 -1.50
C 4.564 -5.395 1.537 0.86
C 3.580 -4.227 1.587 -0.20
O 4.462 -6.027 0.278 -0.61
H 6.065 -4.380 2.691 0.30
H 6.431 -4.440 0.999 0.35
H 6.650 -5.877 2.000 0.40
H 4.188 -6.100 2.298 -0.05
H 3.581 -3.729 2.560 0.26
H 2.584 -4.603 1.359 -0.04
H 3.893 -3.479 0.852 -0.08
H 3.557 -6.303 0.091 0.37
C -0.386 -3.758 -4.240 -0.79
C -1.197 -4.760 -3.429 0.64
C -2.571 -5.068 -4.081 -1.39
O -0.489 -6.016 -3.451 -0.59
H -0.821 -2.765 -4.084 -0.21
H -0.186 -3.936 -5.295 0.60
H 0.605 -3.715 -3.773 0.34
H -1.302 -4.460 -2.389 -0.04
H -2.457 -5.512 -5.069 0.38
H -3.197 -4.176 -4.160 0.20
H -3.036 -5.801 -3.422 0.42
H -0.439 -6.276 -4.376 0.38
C 1.619 -1.063 -5.541 -1.21
C 0.506 -0.015 -5.718 2.31
C 1.053 1.405 -5.696 -1.56
O -0.120 -0.309 -6.959 -0.65
H 1.253 -2.037 -5.858 0.19
H 1.929 -1.159 -4.495 0.17
H 2.522 -0.815 -6.100 0.39
H -0.277 -0.152 -4.961 -0.83
H 0.279 2.160 -5.856 0.29
H 1.825 1.504 -6.460 0.39
H 1.496 1.705 -4.741 0.30
H -1.076 -0.245 -6.825 0.35
C -3.756 -0.024 -5.131 -0.98
C -3.497 -1.389 -5.776 1.99
C -4.803 -2.099 -6.092 -1.55
O -2.769 -1.202 -6.998 -0.61
H -4.288 -0.236 -4.201 0.26
H -4.384 0.542 -5.816 0.61
H -2.823 0.464 -4.854 -0.04
H -2.858 -2.008 -5.134 -1.23
H -4.659 -2.993 -6.709 0.51
H -5.483 -1.502 -6.707 0.38
H -5.349 -2.392 -5.193 0.36
H -2.941 -1.970 -7.549 0.34
O 3.609 -1.535 -1.457 -0.70
H 2.657 -1.468 -1.290 0.40
H 3.757 -2.459 -1.693 0.28
```

- multiplicity = 1
- electronic energy (a.u.) = -3179.54621
- total charge = 0
- energy relative to the best compared isomer or geometry (same formula, charge and spin) (kJ/mol) = 0.0
- max |F| (eV/A) = 2.8
- E_LUMO (Eh) = 0.011
- structure (SMILES) = CC1(C)CCCC(C)(C)N1O.CC1(C)CCCC(C)(C)N1O.CC1(C)CCCC(C)(C)N1O.CC1(C)CCCC(C)(C)N1O.CC(C)O.CC(C)O.CC(C)O.CC(C)O.CC(C)O.CC(C)O.O
- frontier orbital gap (eV) = 8.498

---

Record 2
Entry from the OMol25 dataset: C10H26BCoLiO4 as an isolated structure in a non-equilibrium geometry (ωB97M-V/def2-TZVPD).

```
43
Properties=species:S:1:pos:R:3:mulliken_charge:R:1
Co 18.715 -28.159 -10.060 0.93
Li 17.185 -27.701 -7.553 0.83
C 18.355 -30.552 -7.687 -1.04
O 18.193 -29.340 -8.367 -0.50
H 18.317 -31.438 -8.321 0.29
H 19.314 -30.616 -7.173 0.27
H 17.581 -30.742 -6.944 0.33
C 17.304 -25.167 -9.589 -0.84
O 17.582 -26.532 -9.367 -0.33
H 16.306 -24.930 -9.221 0.34
H 18.054 -24.557 -9.084 0.31
H 17.373 -24.983 -10.661 0.30
B 19.731 -28.415 -11.923 0.47
H 20.304 -27.814 -11.234 -0.31
H 19.604 -29.411 -11.527 -0.20
H 18.769 -27.945 -12.053 -0.24
H 20.250 -28.467 -12.867 -0.10
C 14.893 -29.038 -12.340 -0.58
C 15.029 -30.295 -11.499 -0.60
C 16.537 -30.409 -11.268 -0.51
O 16.902 -29.020 -11.030 0.28
C 16.178 -28.302 -11.983 -0.52
H 14.056 -28.355 -12.190 0.32
H 14.985 -29.330 -13.386 0.26
H 14.684 -31.153 -12.076 0.36
H 14.428 -30.305 -10.590 0.28
H 17.167 -30.807 -12.064 0.32
H 16.788 -31.057 -10.428 0.18
H 16.856 -28.316 -12.836 0.39
H 16.040 -27.270 -11.661 0.18
C 22.606 -26.321 -8.724 -0.63
C 22.782 -27.836 -8.764 -0.58
C 21.412 -28.371 -8.364 -0.42
O 20.465 -27.374 -8.707 -0.21
C 21.131 -26.066 -8.539 -0.49
H 22.984 -25.866 -9.640 0.25
H 23.132 -25.789 -7.931 0.33
H 23.556 -28.205 -8.091 0.35
H 22.951 -28.241 -9.762 0.28
H 21.399 -28.471 -7.278 0.32
H 21.232 -29.310 -8.887 0.27
H 20.922 -25.610 -7.571 0.34
H 20.803 -25.286 -9.226 0.32
```

- multiplicity = 5
- electronic energy (a.u.) = -2112.31562
- total charge = +1
- max |F| (eV/A) = 4.6
- E_LUMO (spin up / spin down) (Eh) = -0.135 / -0.264
- frontier orbital gap (spin up / spin down) (eV) = 9.059 / 5.159

---

Record 3
Entry from the OMol25 dataset: a 6-piece molecular cluster, C25H49IN7 overall in a non-equilibrium geometry (ωB97M-V/def2-TZVPD).

```
82
Properties=species:S:1:pos:R:3:mulliken_charge:R:1
C -4.492 2.520 -5.531 -0.76
C -4.194 1.340 -6.657 -0.47
N -2.969 0.503 -6.365 -0.49
N -3.247 -0.618 -5.599 0.16
C -3.350 -0.372 -4.110 -0.71
I -3.934 -2.337 -3.227 0.17
C -1.958 0.108 -3.386 -0.28
C -2.179 0.526 -1.782 -0.57
H -3.506 2.876 -4.969 0.20
H -5.224 2.095 -4.712 0.25
H -4.975 3.458 -6.064 0.32
H -5.165 0.692 -6.908 0.27
H -3.963 1.929 -7.670 0.32
H -2.168 1.062 -5.999 0.31
H -2.524 -1.387 -5.729 0.44
H -4.168 -1.020 -5.940 0.49
H -4.206 0.362 -3.786 0.25
H -1.566 1.102 -3.900 0.25
H -1.100 -0.691 -3.382 0.31
H -1.957 -0.375 -1.051 -0.10
H -3.292 0.926 -1.704 0.31
H -1.439 1.401 -1.499 0.31
C -3.301 -2.551 3.151 -1.01
C -3.425 -3.340 1.855 -0.54
C -2.074 -3.678 1.225 -0.15
C -1.355 -2.481 0.767 0.35
N -0.785 -1.536 0.410 -0.51
H -2.843 -1.571 2.982 0.10
H -4.291 -2.384 3.586 0.34
H -2.695 -3.092 3.885 0.34
H -4.043 -2.775 1.146 0.30
H -3.956 -4.275 2.067 0.36
H -2.241 -4.341 0.368 0.31
H -1.457 -4.234 1.939 0.06
C -0.740 2.693 3.945 -1.05
C -2.187 3.154 4.055 -0.55
C -3.187 1.998 4.075 -0.43
C -3.214 1.260 2.805 0.31
N -3.232 0.674 1.804 -0.47
H -0.554 2.176 2.999 0.23
H -0.066 3.555 3.991 0.38
H -0.480 2.016 4.765 0.38
H -2.412 3.836 3.226 0.32
H -2.299 3.730 4.981 0.34
H -4.188 2.401 4.273 0.33
H -2.953 1.315 4.899 0.29
C 1.236 -7.393 1.737 -1.19
C 1.811 -6.001 1.962 -0.10
C 2.547 -5.862 3.294 -0.40
C 1.646 -5.993 4.447 0.21
N 0.936 -6.102 5.358 -0.42
H 0.470 -7.636 2.480 0.35
H 0.769 -7.452 0.748 0.32
H 2.020 -8.155 1.787 0.35
H 1.003 -5.262 1.896 0.00
H 2.513 -5.780 1.149 0.31
H 3.028 -4.878 3.329 0.28
H 3.347 -6.608 3.358 0.31
C 2.182 0.568 0.650 -1.13
C 2.756 1.961 0.875 0.18
C 3.493 2.099 2.207 -0.24
C 2.592 1.968 3.360 0.21
N 1.881 1.860 4.271 -0.48
H 1.416 0.325 1.393 0.28
H 1.715 0.510 -0.339 0.30
H 2.966 -0.194 0.701 0.33
H 1.949 2.699 0.810 0.29
H 3.458 2.182 0.062 -0.20
H 3.974 3.084 2.243 0.18
H 4.293 1.353 2.272 0.31
C 5.755 3.372 -2.499 -0.75
C 6.330 4.764 -2.274 -0.45
C 7.066 4.903 -0.942 -0.48
C 6.165 4.772 0.211 0.30
N 5.455 4.663 1.122 -0.47
H 4.990 3.129 -1.756 -0.03
H 5.289 3.313 -3.488 0.33
H 6.539 2.610 -2.448 0.32
H 5.522 5.503 -2.339 0.30
H 7.032 4.985 -3.087 0.31
H 7.548 5.887 -0.906 0.30
H 7.866 4.157 -0.877 0.28
```

- multiplicity = 1
- electronic energy (a.u.) = -1662.55525
- total charge = +1
- max |F| (eV/A) = 3.3
- E_LUMO (Eh) = -0.126
- frontier orbital gap (eV) = 9.014